{"formula": "C4H8N2O", "method": "ωB97M-V with the def2-TZVPD basis set", "e_tot_ha": -341.89525, "relative_energy_ev": 2.9495, "gap_ev": 10.4015, "total_charge": 0, "smiles": "C[C@@]1(C(N)=O)CN1", "homo_energy_ev": -9.411, "e_lumo_ev": 1.0, "symbols": ["C", "C", "C", "N", "C", "O", "N", "H", "H", "H", "H", "H", "H", "H", "H"], "coordinates": [[1.409358, 1.019233, -0.714713], [0.080805, 0.023588, -0.337086], [-1.318224, 0.304939, -0.830704], [-0.899925, -1.071707, -0.833526], [0.301013, -0.224769, 1.134945], [1.158196, 0.445020, 1.689876], [-0.392027, -1.159455, 1.827134], [1.064648, 1.732253, -1.460638], [1.829660, 1.672652, 0.102829], [2.313201, 0.473369, -1.026180], [-2.122377, 0.624121, -0.160873], [-1.373243, 0.767636, -1.820714], [-0.930172, -1.535007, -1.747274], [-1.050453, -1.789860, 1.400320], [-0.070460, -1.282013, 2.776603]], "forces_ev_per_angstrom": [[-0.77, -0.61, -0.72], [0.53, 0.92, 0.38], [0.16, 0.45, 0.13], [0.81, 0.27, -0.10], [0.33, 0.37, 0.48], [-0.21, -0.40, 0.91], [-0.06, 0.04, -0.05], [0.14, -0.34, -0.52], [-1.38, -1.17, -0.39], [-0.66, -0.12, -0.33], [0.22, -0.26, -0.03], [0.11, 0.15, 0.31], [0.84, 0.67, 0.23], [0.19, 0.12, -0.11], [-0.26, -0.09, -0.18]], "nbo_charge": [-0.61, 0.01, -0.24, -0.62, 0.64, -0.64, -0.82, 0.20, 0.27, 0.22, 0.19, 0.19, 0.38, 0.42, 0.40]}

{"formula": "C4H8N2O", "method": "ωB97M-V with the def2-TZVPD basis set", "e_tot_ha": -341.99448, "relative_energy_ev": 0.2493, "gap_ev": 10.2865, "total_charge": 0, "smiles": "O=C1NCCCN1", "homo_energy_ev": -9.453, "e_lumo_ev": 0.8, "symbols": ["O", "C", "N", "C", "C", "C", "N", "H", "H", "H", "H", "H", "H", "H", "H"], "coordinates": [[2.804186, -0.416877, -0.062005], [1.596361, -0.267378, -0.125072], [0.707552, -1.343633, -0.135980], [-0.700617, -1.080163, -0.367157], [-1.153736, 0.090700, 0.501982], [-0.390407, 1.308225, -0.003839], [1.014700, 0.975310, -0.202769], [0.910813, -1.997958, 0.605443], [-0.822310, -0.825611, -1.429804], [-1.264344, -2.001654, -0.201073], [-0.900539, -0.114937, 1.550669], [-2.232391, 0.270325, 0.449146], [-0.470829, 2.150624, 0.692713], [-0.834692, 1.623911, -0.958231], [1.690244, 1.723208, -0.231866]], "forces_ev_per_angstrom": [[-0.29, 0.04, 0.13], [-0.01, 0.06, 0.11], [0.13, 0.07, 0.08], [-0.15, 0.03, 0.00], [-0.03, 0.03, -0.01], [-0.15, 0.05, -0.02], [0.21, -0.06, -0.08], [0.17, -0.14, -0.26], [-0.09, -0.02, 0.19], [0.07, 0.15, 0.11], [-0.04, 0.00, -0.18], [0.15, -0.01, -0.08], [0.03, -0.14, -0.08], [0.05, 0.02, 0.12], [-0.08, -0.08, -0.04]], "nbo_charge": [-0.64, 0.78, -0.65, -0.22, -0.42, -0.21, -0.64, 0.40, 0.19, 0.21, 0.20, 0.22, 0.20, 0.18, 0.41]}

{"formula": "C4H8N2O", "method": "ωB97M-V with the def2-TZVPD basis set", "e_tot_ha": -341.94068, "relative_energy_ev": 1.7134, "gap_ev": 10.5544, "total_charge": 0, "smiles": "NC(=O)CN1CC1", "homo_energy_ev": -9.557, "e_lumo_ev": 1.0, "symbols": ["N", "C", "O", "C", "N", "C", "C", "H", "H", "H", "H", "H", "H", "H", "H"], "coordinates": [[0.366770, 1.262981, -1.874530], [-0.210033, 1.696657, -0.723910], [-0.452336, 2.862837, -0.467927], [-0.572715, 0.595653, 0.251893], [-0.005200, -0.671861, -0.132358], [-0.171196, -1.725827, 0.835012], [1.178517, -1.171013, 0.537520], [0.593298, 1.945097, -2.578917], [0.482178, 0.276272, -2.057860], [-0.308449, 0.909783, 1.275434], [-1.661275, 0.463019, 0.220102], [-0.547018, -1.510886, 1.832432], [-0.584020, -2.623955, 0.378441], [1.631954, -0.510148, 1.283023], [1.893652, -1.736429, -0.057732]], "forces_ev_per_angstrom": [[0.01, 0.19, -0.03], [-0.07, 0.20, 0.04], [0.15, -0.22, -0.19], [-0.02, 0.04, 0.07], [-0.19, -0.12, 0.03], [-0.14, -0.52, -0.05], [0.29, -0.03, 0.03], [-0.04, -0.04, 0.05], [-0.09, 0.22, 0.16], [0.02, 0.04, -0.22], [0.12, 0.24, 0.03], [-0.20, 0.24, -0.18], [0.52, -0.16, 0.35], [-0.18, -0.29, -0.06], [-0.20, 0.21, -0.03]], "nbo_charge": [-0.83, 0.66, -0.62, -0.32, -0.43, -0.26, -0.25, 0.40, 0.42, 0.20, 0.23, 0.19, 0.21, 0.19, 0.20]}

{"formula": "C4H8N2O", "method": "ωB97M-V with the def2-TZVPD basis set", "e_tot_ha": -341.84439, "relative_energy_ev": 4.3336, "gap_ev": 9.2895, "total_charge": 0, "homo_energy_ev": -8.370, "e_lumo_ev": 0.9, "symbols": ["C", "C", "C", "C", "N", "N", "O", "H", "H", "H", "H", "H", "H", "H", "H"], "coordinates": [[0.967294, -0.595083, 0.150906], [-0.651235, 1.223457, 0.596514], [1.557072, -0.145746, -1.116414], [-1.926958, 0.439512, 0.573953], [0.653023, -1.835553, 0.199139], [0.293213, -2.902957, 0.195078], [-0.195596, 1.851616, -0.311774], [1.368177, -0.131680, 0.951904], [-0.179990, 1.529298, 1.563325], [0.834214, -0.289232, -1.887119], [2.403177, -0.679137, -1.342866], [1.773656, 0.857863, -1.025751], [-2.131831, -0.229916, 1.415462], [-1.958389, -0.161986, -0.422659], [-2.805826, 1.069545, 0.460303]], "forces_ev_per_angstrom": [[0.06, -0.95, -1.75], [-0.31, 1.46, 1.79], [-2.02, -0.49, -0.32], [-0.45, -1.72, -2.21], [-0.43, -0.81, 0.74], [-0.13, -0.23, -0.06], [-0.14, 0.48, -1.82], [0.79, 0.79, 3.12], [-0.48, -1.01, 0.34], [-0.40, 0.12, -0.95], [2.26, -1.28, -0.67], [0.46, 2.16, -0.05], [0.46, 0.14, -0.11], [0.20, 0.77, 1.74], [0.13, 0.56, 0.21]], "nbo_charge": [-0.27, 0.42, -0.61, -0.73, 0.09, -0.03, -0.57, 0.22, 0.11, 0.21, 0.20, 0.24, 0.23, 0.24, 0.25]}

{"formula": "C4H8N2O", "method": "ωB97M-V with the def2-TZVPD basis set", "e_tot_ha": -341.83637, "relative_energy_ev": 4.5518, "gap_ev": 8.9121, "total_charge": 0, "homo_energy_ev": -8.563, "e_lumo_ev": 0.3, "symbols": ["C", "C", "O", "C", "N", "C", "N", "H", "H", "H", "H", "H", "H", "H", "H"], "coordinates": [[-0.420911, 1.128214, 1.966789], [-1.225485, 0.389593, 0.965154], [-0.886199, 0.923449, -0.232921], [-0.536544, 0.022352, -1.228451], [-0.446637, 0.343098, -2.442701], [0.036166, -1.262528, -0.677271], [1.372676, -0.925394, -0.173363], [0.577603, 0.701630, 1.723768], [-0.666696, 0.839807, 2.988795], [-0.350319, 2.214469, 1.824913], [-0.589933, -1.550924, 0.175783], [-0.766423, 1.296512, -2.613496], [0.006106, -2.050010, -1.438694], [1.883328, -1.762395, 0.087362], [1.901731, -0.451497, -0.900053]], "forces_ev_per_angstrom": [[-0.20, 0.00, 0.17], [0.48, 0.27, 0.05], [0.18, -0.15, 0.25], [0.19, -0.15, -0.50], [-0.19, -0.03, 0.36], [-0.22, -0.08, -0.08], [0.11, -0.02, -0.09], [-0.23, 0.11, 0.08], [-0.08, 0.22, -0.10], [-0.01, -0.14, -0.01], [0.09, -0.14, -0.20], [-0.07, -0.06, 0.06], [0.05, 0.23, -0.03], [-0.09, 0.10, -0.02], [-0.01, -0.17, 0.05]], "nbo_charge": [-0.80, 0.34, -0.56, 0.57, -0.65, -0.32, -0.84, 0.29, 0.22, 0.23, 0.24, 0.35, 0.20, 0.37, 0.37]}

{"formula": "C4H8N2O", "method": "ωB97M-V with the def2-TZVPD basis set", "e_tot_ha": -341.73464, "relative_energy_ev": 7.3200, "gap_ev": [6.6293, 9.2737], "total_charge": 0, "homo_energy_ev": [-6.491, -8.505], "e_lumo_ev": [0.1, 0.8], "symbols": ["C", "C", "C", "C", "N", "N", "O", "H", "H", "H", "H", "H", "H", "H", "H"], "coordinates": [[2.358395, 0.015503, -0.087657], [-0.772393, -1.573985, 0.257810], [2.488524, 1.430247, 0.235809], [-2.447660, 0.187981, -0.248421], [-0.312271, -0.344262, 0.680652], [-1.122095, -0.390753, -0.487256], [2.807990, -1.049251, -0.330936], [-0.137643, -2.295891, -0.187666], [-1.676027, -2.078046, 0.694181], [3.480359, 1.730295, 0.246291], [1.847628, 1.564230, 1.066329], [1.937334, 1.793292, -0.677462], [-2.762952, 0.625368, 0.667448], [-2.449942, 0.892846, -1.157257], [-3.239254, -0.507573, -0.671864]], "forces_ev_per_angstrom": [[-2.04, -2.53, 0.36], [-2.44, -1.68, -0.31], [-1.45, -1.35, -2.67], [-0.98, -0.09, -5.17], [0.71, 1.58, 0.63], [0.69, -0.19, 0.99], [0.74, 1.42, 0.09], [0.85, -0.39, -0.66], [0.98, 0.53, 0.51], [1.93, 1.14, 0.44], [-0.32, 0.57, 1.00], [0.56, 0.47, 0.92], [0.38, 0.22, 0.91], [-0.47, 0.06, 1.88], [0.85, 0.23, 1.07]], "nbo_charge": [0.62, -0.15, -0.75, -0.46, -0.22, -0.29, -0.48, 0.19, 0.16, 0.22, 0.28, 0.27, 0.21, 0.21, 0.20]}